Record 1
116
Properties=species:S:1:pos:R:3:lowdin_charge:R:1 method="wB97M-V/def2-TZVPD" e_tot_ev=-311333.4627 de_lowest_kcal_mol=16.50 charge=-2 lumo_ev=3.818 orbital_gap_ev=5.4
Cd 0.242 -0.394 1.066 1.39
C 5.541 -4.993 1.010 -0.07
C 4.628 -3.825 1.308 -0.29
C 4.300 -3.457 2.604 -0.06
C 3.488 -2.362 2.837 -0.05
C 2.956 -1.568 1.813 -0.24
N 2.136 -0.467 2.129 -0.04
C 2.497 0.454 3.085 -0.22
C 3.829 0.487 3.583 -0.05
C 4.225 1.246 4.668 -0.08
C 3.334 2.088 5.316 -0.30
C 3.696 2.843 6.577 -0.08
C 2.084 2.216 4.728 -0.02
C 1.649 1.514 3.602 -0.05
C 0.277 1.973 2.986 -0.38
O 0.101 1.660 1.673 -0.29
C 0.195 3.557 2.962 -0.54
F 1.228 4.039 2.249 0.14
F 0.200 4.218 4.144 0.10
F -0.941 3.953 2.352 0.12
C -0.907 1.438 3.893 -0.54
F -2.085 1.483 3.257 0.14
F -0.687 0.161 4.231 0.12
F -1.067 2.132 5.051 0.12
C 3.216 -1.988 0.471 -0.04
C 4.069 -3.081 0.279 0.00
C 2.558 -1.267 -0.762 -0.37
O 1.203 -1.211 -0.719 -0.28
C 3.253 0.161 -0.935 -0.53
F 3.170 0.625 -2.212 0.11
F 4.569 0.123 -0.626 0.13
F 2.682 1.086 -0.172 0.14
C 2.845 -2.041 -2.109 -0.55
F 4.144 -2.020 -2.502 0.12
F 2.129 -1.534 -3.130 0.12
F 2.472 -3.329 -2.017 0.12
H 5.920 -5.438 1.933 0.06
H 6.404 -4.684 0.410 0.07
H 5.022 -5.777 0.450 0.07
H 4.676 -4.034 3.447 0.10
H 3.241 -2.092 3.853 0.10
H 4.562 -0.141 3.097 0.10
H 5.257 1.183 5.010 0.10
H 4.759 2.721 6.811 0.06
H 3.127 2.482 7.443 0.07
H 3.494 3.917 6.486 0.07
H 1.407 2.932 5.175 0.11
H 4.331 -3.388 -0.722 0.10
Br 0.376 -3.074 5.878 0.68
C -0.755 -3.795 4.508 -0.74
C -1.259 -5.070 4.699 -0.14
C -2.166 -5.528 3.757 -0.07
C -2.534 -4.703 2.712 -0.06
C -1.936 -3.451 2.601 -0.20
N -1.035 -3.015 3.488 0.12
C -2.379 -2.535 1.454 -0.64
O -3.462 -2.841 0.936 -0.04
O -1.626 -1.590 1.081 -0.17
H -0.956 -5.663 5.549 0.08
H -2.596 -6.519 3.856 0.10
H -3.262 -4.988 1.969 0.10
C -3.005 -5.625 -2.273 -0.29
As -1.578 -4.452 -1.693 0.63
C -0.466 -4.310 -3.266 -0.27
C -2.476 -2.749 -1.755 -0.26
S -0.605 -5.335 -0.083 0.07
H -3.403 -5.311 -3.243 0.02
H -3.791 -5.592 -1.522 0.03
H -2.603 -6.630 -2.330 0.02
H -1.102 -4.297 -4.153 0.03
H 0.222 -5.148 -3.292 0.03
H 0.102 -3.381 -3.200 0.02
H -2.838 -2.688 -2.784 0.03
H -1.794 -1.921 -1.559 -0.03
H -3.290 -2.703 -1.034 0.02
C -0.567 4.485 -0.887 -0.10
C -0.402 3.773 -2.238 -0.61
C -0.371 4.829 -3.356 -0.10
C 0.958 3.051 -2.169 -0.11
Si -1.814 2.530 -2.507 0.42
Br -1.404 0.795 -1.190 0.68
C -1.841 1.795 -4.260 -0.63
C -0.411 1.517 -4.755 -0.10
C -2.535 2.754 -5.242 -0.10
C -2.565 0.434 -4.292 -0.13
C -3.514 3.177 -1.922 -0.62
C -3.828 4.555 -2.532 -0.10
C -4.629 2.191 -2.320 -0.11
C -3.571 3.302 -0.383 -0.11
H 0.334 5.086 -0.699 0.09
H -0.656 3.776 -0.059 0.06
H -1.425 5.165 -0.873 0.06
H 0.418 5.559 -3.128 0.08
H -1.317 5.380 -3.442 0.06
H -0.146 4.399 -4.337 0.06
H 1.748 3.807 -2.046 0.09
H 1.195 2.465 -3.058 0.05
H 1.011 2.385 -1.306 0.05
H 0.177 2.427 -4.895 0.06
H -0.472 1.007 -5.727 0.08
H 0.135 0.859 -4.069 0.08
H -2.119 3.769 -5.207 0.06
H -3.611 2.826 -5.052 0.06
H -2.403 2.375 -6.266 0.08
H -2.015 -0.315 -3.714 0.04
H -2.617 0.089 -5.335 0.08
H -3.582 0.469 -3.897 0.06
H -3.873 4.534 -3.627 0.06
H -3.088 5.309 -2.239 0.06
H -4.807 4.895 -2.164 0.08
H -4.779 2.144 -3.403 0.06
H -5.574 2.527 -1.870 0.08
H -4.428 1.180 -1.949 0.07
H -2.920 4.083 0.007 0.06
H -3.304 2.370 0.123 0.06
H -4.603 3.556 -0.098 0.08

Record 2
24
Properties=species:S:1:pos:R:3:lowdin_charge:R:1 method="wB97M-V/def2-TZVPD" e_tot_ev=-11484.7029 de_lowest_kcal_mol=40.52 charge=+1 lumo_ev=-2.927 orbital_gap_ev=11.1 smiles="C/[N+](=C/O)CC(C)(C)N"
C -1.699 1.795 0.262 -0.04
N -1.372 0.505 -0.332 -0.14
C -1.775 -0.569 0.439 -0.23
O -2.014 -1.720 -0.048 0.11
C -0.117 0.383 -1.010 -0.13
C 0.910 -0.295 -0.157 -0.56
C 1.777 0.797 0.401 -0.04
C 1.644 -1.444 -0.921 0.00
N 0.157 -0.929 1.005 0.10
H -2.496 1.589 1.123 0.14
H -0.857 2.400 0.725 0.10
H -2.067 2.449 -0.499 0.09
H -2.411 -0.261 1.359 0.19
H -1.571 -1.966 -0.956 0.20
H 0.117 1.514 -1.146 0.16
H -0.200 -0.145 -2.002 0.15
H 2.574 1.073 -0.296 0.10
H 2.204 0.550 1.405 0.10
H 1.196 1.773 0.571 0.10
H 0.790 -2.086 -1.316 0.10
H 2.035 -2.042 -0.078 0.08
H 2.454 -1.131 -1.652 0.12
H 0.248 -0.333 1.866 0.14
H 0.472 -1.907 1.257 0.15

Record 3
44
Properties=species:S:1:pos:R:3:lowdin_charge:R:1 method="wB97M-V/def2-TZVPD" multiplicity=3 e_tot_ev=-72051.4350 de_lowest_kcal_mol=28.34 charge=0 lumo_ev="-0.853 / -2.258" orbital_gap_ev="7.0 / 5.8" s_squared=2.015
W 0.355 0.442 0.446 1.38
N 6.495 -0.810 -0.473 0.09
C 5.156 -0.527 -0.228 -0.33
C 4.609 0.704 -0.586 -0.04
C 3.263 0.952 -0.386 -0.12
C 2.397 0.009 0.182 -0.34
C 2.975 -1.214 0.540 -0.12
C 4.316 -1.487 0.337 -0.03
S 0.800 1.123 3.172 0.81
O 0.708 -0.257 2.308 -0.74
O 2.091 1.758 2.906 -0.45
N -0.289 1.758 2.010 -0.33
C 0.025 2.948 1.383 -0.52
N -0.104 4.162 1.870 0.17
C 0.227 5.151 1.036 -0.09
C 0.655 4.946 -0.270 -0.02
C 0.768 3.632 -0.685 -0.08
N 0.475 2.649 0.152 0.00
H 7.103 -0.010 -0.547 0.09
H 6.890 -1.547 0.088 0.09
H 5.249 1.466 -1.017 0.11
H 2.887 1.928 -0.673 0.08
H 2.367 -1.974 1.019 0.07
H 4.726 -2.448 0.629 0.11
H 0.132 6.152 1.441 0.12
H 0.898 5.767 -0.926 0.11
H 1.097 3.355 -1.680 0.13
S -2.327 0.493 0.177 0.51
C -2.551 0.328 -1.492 -0.85
N -2.673 0.214 -2.635 0.07
C 0.861 -0.249 -2.497 -0.14
O 0.258 0.412 -1.400 -0.55
H 0.940 -1.323 -2.314 0.06
H 1.866 0.150 -2.636 0.08
H 0.243 -0.076 -3.376 0.08
Te -0.737 -2.217 0.137 1.16
C -1.712 -2.599 1.920 -0.98
C -2.570 -3.659 2.041 -0.25
C -3.223 -3.697 3.303 -0.18
C -2.844 -2.657 4.094 -0.40
S -1.683 -1.653 3.351 0.97
H -2.742 -4.368 1.243 0.09
H -3.940 -4.450 3.595 0.10
H -3.177 -2.431 5.095 0.07

Record 4
17
Properties=species:S:1:pos:R:3:lowdin_charge:R:1 method="wB97M-V/def2-TZVPD" e_tot_ev=-36042.5259 de_lowest_kcal_mol=2.30 charge=0 lumo_ev=-0.228 orbital_gap_ev=9.4
C -0.655 -2.067 0.924 -0.02
C -0.004 2.378 -0.976 -0.07
C 0.322 -1.698 0.176 0.07
N 2.185 -1.642 1.120 -0.09
N 0.997 2.138 -0.263 -0.19
O 4.458 -0.540 0.811 -0.24
O 3.424 -1.849 -0.984 -0.24
O 2.348 0.203 -0.488 -0.55
O 3.340 2.214 0.575 -0.42
S 3.312 -0.975 0.092 0.47
S 2.657 1.772 -0.629 0.87
H -0.622 -2.258 1.994 0.07
H -1.656 -2.360 0.440 0.11
H 0.186 2.526 -2.027 0.07
H -0.912 2.149 -0.451 0.08
H 0.632 -1.331 -0.749 0.04
H 2.010 -1.116 1.961 0.04

Record 5
13
Properties=species:S:1:pos:R:3:lowdin_charge:R:1 method="wB97M-V/def2-TZVPD" e_tot_ev=-8807.8042 de_lowest_kcal_mol=62.83 charge=0 lumo_ev=0.913 orbital_gap_ev=10.1
C -2.153 -0.047 -0.512 -0.10
N -1.232 -0.056 0.598 -0.02
C 0.067 -0.015 0.540 -0.62
O 0.537 -0.056 1.741 0.01
O 0.803 0.053 -0.554 0.00
C 2.219 0.084 -0.341 -0.04
H -2.812 0.827 -0.463 0.08
H -2.779 -0.946 -0.499 0.08
H -1.610 -0.018 -1.464 0.08
H -0.741 -0.104 1.860 0.23
H 2.487 0.947 0.274 0.10
H 2.661 0.163 -1.334 0.09
H 2.552 -0.832 0.154 0.10

Record 6
52
Properties=species:S:1:pos:R:3:lowdin_charge:R:1 method="wB97M-V/def2-TZVPD" e_tot_ev=-95228.4033 de_lowest_kcal_mol=0.94 charge=-1 lumo_ev=2.417 orbital_gap_ev=8.6
Rh 1.221 0.522 0.883 0.90
O 2.252 2.378 1.657 -0.37
S 1.535 3.194 0.659 0.52
O 2.320 4.152 -0.057 -0.28
O 0.828 2.200 -0.225 -0.44
C 0.267 4.112 1.517 -0.22
C 0.484 5.481 1.584 -0.06
C -0.372 6.298 2.308 -0.08
C -1.444 5.739 2.978 -0.07
C -1.674 4.373 2.899 -0.06
C -0.840 3.544 2.164 -0.20
S -1.387 1.823 2.034 0.50
O -0.130 1.037 2.304 -0.43
O -2.321 1.644 3.114 -0.30
O -1.889 1.676 0.698 -0.29
H 1.338 5.893 1.068 0.11
H -0.188 7.364 2.351 0.10
H -2.112 6.361 3.560 0.10
H -2.515 3.919 3.404 0.11
C 1.349 0.247 -3.112 -0.01
N 1.936 -1.001 -2.648 -0.11
C 1.736 -2.251 -3.190 -0.05
C 2.323 -3.143 -2.359 -0.06
N 2.876 -2.422 -1.333 0.11
C 2.603 -1.123 -1.491 -0.70
S 3.072 0.164 -0.446 0.74
H 0.650 0.014 -3.912 0.09
H 2.124 0.920 -3.474 0.10
H 0.818 0.715 -2.286 0.06
H 1.184 -2.395 -4.100 0.12
H 2.381 -4.214 -2.408 0.12
H 3.268 -2.760 -0.449 0.13
C -1.250 -4.436 -1.170 -0.19
Si -1.921 -2.688 -1.010 0.41
C -2.819 -2.247 -2.600 -0.20
C -3.110 -2.635 0.432 -0.17
C -0.597 -1.489 -0.697 -0.17
C 0.129 -0.708 -0.111 -0.23
H -2.069 -5.158 -1.229 0.02
H -0.640 -4.679 -0.296 0.03
H -0.633 -4.552 -2.063 0.01
H -3.674 -2.906 -2.776 0.02
H -2.150 -2.321 -3.461 0.01
H -3.182 -1.219 -2.549 0.03
H -4.045 -3.156 0.210 0.02
H -3.338 -1.598 0.684 0.03
H -2.654 -3.095 1.311 0.03
O 2.216 -2.692 3.692 -0.29
Cl 2.041 -2.345 2.327 0.70
O 3.260 -2.623 1.584 -0.37
O 0.949 -3.033 1.722 -0.32
O 1.796 -0.879 2.308 -0.46